Entry 1:
Entry from the OMol25 dataset: 4 unconnected molecules or ions with the total composition C5H20N2O3 at a distorted geometry (wB97M-V/def2-TZVPD).

```
! wB97M-V def2-TZVPD RIJCOSX def2/J DEFGRID3
* xyz 0 1
C 1.7231 0.1498 2.0741
H -1.2502 1.6151 0.4357
H 0.9354 1.1164 -2.2326
N -1.1717 0.8925 -1.4292
O 1.8699 1.3085 -2.3573
C -1.3598 0.6029 0.0224
H 0.9401 -1.2521 -2.9790
H 0.2423 -0.9022 -0.1428
H 1.0995 1.1555 0.3845
C -0.2636 -0.2809 0.6399
H -2.0733 1.2037 -1.7716
N 0.6729 0.7597 1.2119
H -0.6802 -2.9623 0.4313
H -1.7298 -0.7303 2.1106
H 1.2573 3.4782 0.0096
H 2.2723 0.9976 2.5050
H -2.0798 -3.0821 1.5339
H -2.3571 0.3096 0.3292
O 0.7698 3.1880 -0.7642
H -0.3154 -1.5701 2.5067
O 0.6368 -2.1331 -2.6950
H -0.8870 0.1010 -1.9973
H 0.2137 2.4125 -0.6598
H 1.2299 -0.4570 2.8082
H 2.4136 -0.3813 1.4225
C -1.5062 -2.4079 0.8721
H 0.6068 -2.0576 -1.7350
H 1.9413 2.2647 -2.2969
C -0.8805 -1.2290 1.6384
H -2.2702 -2.1098 0.1246
*
```

Results
relative energy (zero: lowest compared OMol25 entry of this formula, charge and spin): 1.133 eV
HOMO-LUMO gap: 9.977 eV
SMILES: CC[C@@H](CN)NC.O.O.O
calculated total energy: -537.6878 a.u.


Entry 2:
Entry from the OMol25 dataset: 2 unconnected molecules or ions with the total composition C5H20N4Si at a distorted geometry (wB97M-V/def2-TZVPD).

```
! wB97M-V def2-TZVPD RIJCOSX def2/J DEFGRID3
* xyz 2 3
C -0.3546 -1.1596 2.2069
H -2.2545 1.7399 -0.8913
C 2.3402 -0.9780 -0.8219
C -1.3081 1.4658 -1.3841
H -0.3290 -2.2107 1.9429
H 3.3776 -0.7405 -0.7488
H -2.9843 -0.4612 0.3249
H 2.0795 -1.5902 0.1539
H -1.6629 1.3366 -2.4652
N 1.3340 0.6150 -2.3341
H -0.3440 1.1104 2.1456
H -0.5370 -2.6368 -2.1216
N 1.3673 0.1540 -1.0609
H -0.6331 2.2835 -1.3436
H 3.0670 1.1292 -0.1796
C -2.4997 -0.9195 1.0656
H 1.4652 1.3165 0.8198
H 0.6301 -0.8243 2.3064
H 1.8048 2.3223 -0.7345
H -1.8968 1.4643 1.5807
H 1.1065 -0.0600 -3.0234
H 2.1665 1.2272 -2.5140
N -1.1493 -0.4411 1.0991
H -2.6273 -1.9649 0.9686
Si -0.5345 -0.2116 -0.7176
N -1.0285 0.9533 1.3931
C 1.9784 1.3632 -0.1819
H -2.9909 -0.6507 1.9685
H 2.3598 -1.5975 -1.6473
H -0.9770 -1.0004 3.1366
*
```

Results
HOMO-LUMO gap (alpha / beta): 8.935 / 8.081 eV
⟨S²⟩: 2.002
calculated total energy: -710.1288 a.u.


Entry 3:
Entry from the OMol25 dataset: a molecular structure, C5H20N8O5 at a distorted geometry (wB97M-V/def2-TZVPD).

```
! wB97M-V def2-TZVPD RIJCOSX def2/J DEFGRID3
* xyz 0 1
H -1.6617 1.7220 0.1571
H 0.6990 -2.0815 -0.2214
O 1.5418 3.4883 -1.9677
H -0.3881 -1.4709 0.6895
H 1.7290 1.2739 0.2062
H -3.4856 -2.9603 0.8905
C 2.6592 -2.2177 -0.3667
N -2.7365 -3.3893 0.3663
H 0.4458 2.6692 0.8072
H -0.8506 -4.2512 -0.7665
N 2.6527 -0.9495 -0.2634
C -1.8793 3.1064 1.5429
O -2.0036 3.5256 2.6827
H 0.2483 -3.0165 -0.2865
H 3.5806 -0.5533 -0.3099
N -0.6835 -3.4039 -0.2428
N 0.5061 3.1392 -0.0848
C -0.0370 -0.2116 -0.8385
C -1.5519 -2.8920 0.5652
H -1.9201 3.5112 -0.2870
H -0.0788 3.9400 -0.2764
H 1.4033 -3.7549 -0.2081
N -2.0191 1.8846 1.0877
H 2.7218 1.4426 -1.2883
H -1.7220 4.9012 0.8961
O -1.2482 -1.9863 1.2594
H -1.9973 1.0681 1.6818
H 0.0051 -0.6876 -1.8182
C 1.3760 2.8177 -0.9491
H 1.7669 -0.5480 0.0088
H 0.8971 0.3496 -0.8635
H -2.8521 -3.9377 -0.4739
O 3.6355 -2.8313 -0.6218
O 0.3528 -1.0599 0.2382
N 1.9975 1.7383 -0.6496
N -1.6593 3.9411 0.5890
N 1.4592 -2.7464 -0.2068
H -0.9029 0.4307 -0.6777
*
```

Results
relative energy (zero: lowest compared OMol25 entry of this formula, charge and spin): 10.010 eV
HOMO-LUMO gap: 9.450 eV
calculated total energy: -1016.5411 a.u.


Entry 4:
Entry from the OMol25 dataset: 5 unconnected molecules or ions with the total composition C5H20NO4 at a distorted geometry (wB97M-V/def2-TZVPD).

```
! wB97M-V def2-TZVPD RIJCOSX def2/J DEFGRID3
* xyz 1 1
H -2.7489 3.5208 3.3616
H -1.5572 1.1675 1.4532
H 0.9510 -0.9542 0.5413
H 1.3928 1.4113 -0.0833
H -0.7762 -2.5873 0.6098
H 0.9827 1.8464 -1.5913
H 1.8682 2.7961 2.0769
H 1.0200 -4.3038 -2.1951
C 1.5197 -3.4017 -1.8609
O -2.4872 3.6479 2.4488
H 0.3893 -0.4184 -2.1557
C 1.2119 -0.2087 -1.4814
C -0.2403 -3.0863 -0.1897
H 2.7264 1.5649 2.2149
H 2.4491 -1.2955 -0.1195
O -4.1739 0.5409 -0.0724
H -0.1940 1.2074 -0.7128
C 0.8166 -2.5968 -0.8234
H -2.1013 4.4924 2.2141
H 1.8748 -3.0168 -2.8235
H -4.7904 0.6080 0.6711
C 1.3905 -1.2830 -0.3887
H 2.1448 -0.1309 -1.9675
H -0.7259 -3.9959 -0.5277
O 2.1448 2.0160 1.5911
H -4.8020 0.9124 -0.7089
N 0.8106 1.1170 -0.8857
O -0.7210 1.6197 1.3142
H -0.8157 2.5610 1.4606
H 2.4409 -3.7505 -1.3701
*
```

Results
relative energy (zero: lowest compared OMol25 entry of this formula, charge and spin): 1.054 eV
HOMO-LUMO gap: 9.513 eV
calculated total energy: -557.9608 a.u.